Entry 1:
2 unconnected molecules or ions with the total composition CH3N2O2P at a distorted geometry, computed with ωB97M-V with the def2-TZVPD basis set.

```
9
Properties=species:S:1:pos:R:3:forces:R:3:nbo_charge:R:1
O 1.79125 0.18529 1.36005 -0.31 0.09 0.54 -0.371
N 1.85317 -0.35047 0.30291 0.71 1.06 1.96 -0.284
P 2.04229 -0.93741 -1.02087 0.16 -1.34 -2.48 0.685
C -1.03637 -0.05746 0.29067 -0.16 5.55 -1.65 -0.524
N -0.72286 0.07720 -1.15351 0.51 -0.14 -1.11 0.127
O -0.51637 1.19074 -1.58531 -0.44 -1.02 1.31 -0.291
H -2.01465 0.46600 0.30209 0.49 -0.14 0.68 0.227
H -0.26425 0.41380 0.90237 -0.47 0.52 -0.02 0.231
H -1.13222 -0.98769 0.60160 -0.50 -4.59 0.77 0.201
```
Positions in Å, forces in eV/Å.

Output
E_HOMO (alpha / beta)	-9.071 / -9.072	eV
SMILES string	[O-][N+]#P.CN=O
energy relative to the best compared isomer or geometry (same formula, charge and spin)	150.1	kcal per mole



Entry 2:
A molecular structure, C28H16BrCl5HfN4O2S, computed with ωB97M-V with the def2-TZVPD basis set.

```
58
Properties=species:S:1:pos:R:3:forces:R:3:nbo_charge:R:1
Hf -0.53146 0.51683 0.24830 0.10 0.39 0.43 2.477
Br 4.54074 -0.04871 5.88022 0.00 0.00 0.00 0.148
C 3.07889 0.09185 4.71047 -0.02 0.00 0.04 -0.134
C 1.77587 0.02173 5.21130 0.01 0.00 -0.01 -0.120
C 0.68330 0.12998 4.37001 -0.05 0.05 0.03 -0.253
C 0.87508 0.30755 3.00869 0.07 -0.02 0.00 0.357
O -0.16761 0.42821 2.18080 0.19 -0.21 -0.49 -0.835
C 2.18250 0.36464 2.48419 -0.01 0.01 0.01 -0.176
C 2.48153 0.52488 1.09809 0.03 -0.01 -0.04 0.261
N 1.66848 0.53754 0.07311 0.19 0.11 0.07 -0.667
C 2.20527 0.73016 -1.25043 0.02 -0.03 0.02 0.087
C 3.53489 0.81701 -1.56662 0.03 0.02 0.00 -0.171
C 3.95654 1.10370 -2.88080 -0.01 0.00 -0.01 -0.171
C 3.04737 1.31734 -3.87330 0.00 0.00 0.01 -0.146
C 1.66719 1.20505 -3.59088 -0.07 -0.16 -0.08 -0.102
C 0.67037 1.39523 -4.57187 0.01 0.01 -0.01 -0.041
C -0.65248 1.25842 -4.24699 -0.02 0.00 -0.01 -0.260
C -0.98577 0.91994 -2.93494 -0.02 -0.04 0.02 0.108
N -0.08121 0.71850 -1.98753 0.19 0.00 0.22 -0.639
C 1.24834 0.86851 -2.28896 0.04 0.14 0.06 0.238
C 3.28095 0.26815 3.36466 0.00 0.01 -0.03 -0.143
H 1.62232 -0.10980 6.27414 0.00 0.00 0.00 0.255
H -0.32413 0.09914 4.76223 0.00 -0.01 0.00 0.250
H 3.54199 0.64815 0.90202 0.01 -0.04 -0.02 0.203
H 4.30519 0.68348 -0.82111 0.00 0.01 0.00 0.228
H 5.01573 1.16969 -3.08575 0.00 0.00 0.00 0.251
H 3.36352 1.56435 -4.87797 0.00 0.00 0.00 0.247
H 0.96660 1.65463 -5.58079 0.00 0.00 0.00 0.249
H -1.43591 1.40778 -4.97527 0.00 0.00 0.00 0.260
H -2.02673 0.81024 -2.64826 0.00 0.01 0.00 0.219
H 4.28880 0.32894 2.97359 0.00 0.00 -0.01 0.239
Cl -6.34929 4.93851 0.17004 0.00 0.00 0.00 0.121
C -4.80304 4.21490 0.18137 -0.01 0.01 0.00 -0.095
C -4.69159 2.82566 0.17306 0.01 0.01 0.00 -0.065
Cl -6.06533 1.81016 0.14905 -0.01 0.00 0.00 0.108
C -3.41828 2.28240 0.18461 0.00 -0.02 -0.01 -0.127
Cl -3.19430 0.52923 0.17911 -0.18 -0.06 -0.05 0.110
C -2.25441 3.03754 0.20573 -0.02 0.03 -0.05 0.333
O -1.06771 2.41871 0.21544 -0.27 -0.39 -0.02 -0.838
C -2.37940 4.42298 0.20706 0.06 0.02 0.00 -0.124
Cl -0.94815 5.36214 0.22025 -0.01 0.00 0.00 0.097
C -3.64651 5.00688 0.19764 0.00 0.01 0.00 -0.049
Cl -3.78400 6.70575 0.20474 0.00 0.00 0.00 0.128
N -0.76464 -6.77396 0.86465 0.06 0.01 0.04 -0.742
C -0.78318 -6.06421 -0.27299 -0.18 -0.13 -0.01 0.035
S -0.82571 -6.73606 -1.76243 0.10 0.00 0.00 -0.004
C -0.75738 -4.57469 -0.11089 0.05 0.07 0.02 0.013
C -1.17076 -3.76059 -1.16427 -0.07 -0.01 -0.01 -0.189
C -1.12471 -2.39732 -1.02583 0.04 0.04 0.01 0.057
N -0.68015 -1.78554 0.09501 -0.31 0.15 -0.09 -0.635
C -0.28382 -2.56812 1.11406 0.00 0.01 0.03 0.078
C -0.30905 -3.94588 1.04794 0.07 0.05 0.01 -0.225
H -0.79116 -7.77941 0.79722 0.00 0.00 0.00 0.433
H -0.86415 -6.36614 1.77836 -0.04 0.00 -0.05 0.398
H -1.51779 -4.21488 -2.08188 0.00 0.01 0.00 0.279
H -1.44048 -1.75539 -1.83871 -0.01 0.00 0.00 0.214
H 0.06174 -2.06802 2.00902 0.00 0.01 0.00 0.228
H 0.05710 -4.49775 1.90226 0.00 -0.02 -0.02 0.243
```
Positions in Å, forces in eV/Å.

Output
E_HOMO	-13.338	eV
charge	+2
energy relative to the best compared isomer or geometry (same formula, charge and spin)	1.6	kcal per mole



Entry 3:
A molecular structure, C12H4ClGaIN5OSe, computed with ωB97M-V with the def2-TZVPD basis set.

```
26
Properties=species:S:1:pos:R:3:forces:R:3:nbo_charge:R:1
Ga -1.16972 0.77507 0.96968 0.31 -0.40 -0.22 1.663
Cl 1.03411 -3.50650 -4.00197 0.02 -0.02 -0.03 0.021
C 0.09116 -2.59729 -2.86988 -0.12 -0.03 -0.01 -0.066
C -1.26463 -2.76202 -2.82322 0.17 -0.01 -0.03 -0.217
C -2.05441 -2.03374 -1.91140 -0.36 0.12 0.17 -0.231
I -4.12258 -2.30357 -1.85530 0.21 -0.01 -0.04 0.196
C -1.48750 -1.13328 -1.04140 0.07 -0.06 -0.09 0.355
O -2.14026 -0.40869 -0.15387 -0.06 0.21 0.09 -0.845
C -0.07728 -0.97257 -1.09782 0.07 -0.15 -0.17 0.083
N 0.42165 -0.07771 -0.21611 -0.21 0.10 0.18 -0.535
C 1.71688 0.15258 -0.18090 0.03 0.01 0.00 0.110
C 2.60289 -0.51083 -1.03977 0.02 -0.04 -0.05 -0.261
C 2.11836 -1.42372 -1.94132 -0.02 0.01 0.01 -0.110
C 0.73517 -1.68641 -1.99707 -0.02 0.09 0.10 -0.033
H -1.73905 -3.46217 -3.49626 -0.01 0.00 0.00 0.248
H 2.05997 0.88028 0.54209 -0.03 0.00 0.01 0.233
H 3.65953 -0.29442 -0.98065 0.00 0.01 0.01 0.239
H 2.78229 -1.94862 -2.61471 0.02 0.01 0.01 0.242
N 1.31767 4.95229 5.15640 0.00 -0.04 -0.06 -0.361
C 1.21163 4.17144 4.31334 -0.23 0.10 0.15 0.437
N 1.18944 3.28923 3.35544 0.52 -0.25 -0.32 -0.583
C 0.60742 2.56209 2.58036 -0.48 0.21 0.27 0.752
N 0.16430 1.81340 1.76093 0.03 0.09 -0.02 -0.947
Se -3.20921 1.17535 2.11027 0.04 -0.09 -0.11 -0.052
C -2.46482 2.31669 3.33515 0.06 0.19 0.19 0.009
N -1.98301 3.03312 4.09798 -0.03 -0.03 -0.02 -0.348
```
Positions in Å, forces in eV/Å.

Output
E_HOMO	-8.939	eV